[1]
{"formula": "H22O11", "method": "wB97M-V/def2-TZVPD", "energy_ha": -840.8290, "max_force_ev_per_a": 0.95, "de_lowest_kj_mol": 134.4, "total_charge": 0, "homo_energy_ev": -10.01, "smiles": "O.O.O.O.O.O.O.O.O.O.O", "gap_ev": 9.30, "symbols": ["O", "H", "H", "O", "H", "H", "O", "H", "H", "O", "H", "H", "O", "H", "H", "O", "H", "H", "O", "H", "H", "O", "H", "H", "O", "H", "H", "O", "H", "H", "O", "H", "H"], "positions_angstrom": [[2.015604, -3.304273, 0.196026], [2.364107, -3.261557, -0.694445], [1.141102, -2.920673, 0.130149], [-0.463445, -2.290430, 0.219074], [-0.614125, -2.078614, 1.140298], [-1.159937, -2.908677, -0.002055], [-1.308669, 0.576389, 1.983992], [-1.745008, -0.252914, 2.179155], [-1.877697, 1.001821, 1.342556], [0.406114, -0.984816, -3.436935], [-0.097429, -0.604243, -2.717326], [0.932830, -1.669902, -3.025276], [-1.886559, 2.958434, -2.780979], [-1.542729, 2.130759, -2.444853], [-1.402472, 3.107203, -3.593236], [0.693902, 0.589303, -0.272098], [-0.228815, 0.843196, -0.252892], [0.748723, -0.160995, 0.319749], [-1.846244, 0.274326, -1.964945], [-1.842156, -0.539304, -1.460744], [-2.772842, 0.451694, -2.126814], [1.006249, 0.633856, 3.417208], [0.197285, 0.649354, 2.905773], [1.617135, 0.124490, 2.884656], [-2.820165, 2.336794, 0.374843], [-3.647021, 2.793410, 0.529897], [-2.542498, 2.631095, -0.492641], [2.541420, -1.093381, 1.870852], [2.667797, -1.585924, 2.681812], [2.702361, -1.730953, 1.175276], [3.160758, 1.620470, 0.396880], [3.289377, 1.436848, 1.327457], [2.313051, 1.227214, 0.189586]], "forces_ev_per_a": [[0.8686, -0.2114, 0.0709], [0.2444, -0.1113, -0.2274], [-0.6399, 0.1380, -0.0127], [-0.3490, 0.3076, -0.2543], [0.0851, 0.1609, 0.4336], [-0.1718, -0.3612, -0.1418], [0.0673, -0.6628, 0.0293], [-0.2005, -0.1203, 0.2802], [-0.4574, 0.7672, -0.3173], [-0.0243, -0.2304, -0.2916], [-0.0636, 0.3562, 0.1309], [0.2255, -0.0797, 0.0310], [-0.3893, 0.2193, 0.2585], [0.3640, -0.3675, -0.0300], [0.1210, 0.1366, -0.1769], [0.0910, -0.1860, -0.5208], [-0.1499, 0.1986, 0.0844], [0.0124, -0.2032, 0.3143], [0.1005, 0.0806, 0.1492], [0.1184, -0.2877, 0.2854], [-0.3706, 0.0830, -0.2049], [0.2622, 0.0567, 0.7318], [-0.2579, 0.2734, -0.1911], [0.1274, 0.0268, -0.2827], [0.0007, -0.3377, 0.0642], [-0.1875, 0.1134, 0.1842], [0.2138, 0.2564, -0.4001], [-0.0576, 0.4339, 0.2548], [0.0869, -0.2265, 0.2479], [0.0529, -0.5255, -0.4818], [0.6746, 0.2698, -0.0680], [0.0357, -0.0507, 0.2041], [-0.4333, 0.0837, -0.1531]]}

[2]
{"formula": "C12H12N2", "method": "wB97M-V/def2-TZVPD", "energy_ha": -573.8699, "max_force_ev_per_a": 4.60, "de_lowest_kj_mol": 339.1, "total_charge": 0, "homo_energy_ev": -9.12, "smiles": "C=C[C@]1(c2ccccn2)C=CCC=N1", "gap_ev": 10.10, "symbols": ["C", "C", "C", "C", "C", "C", "C", "C", "C", "C", "C", "C", "N", "N", "H", "H", "H", "H", "H", "H", "H", "H", "H", "H", "H", "H"], "positions_angstrom": [[0.833855, 3.107885, -0.654166], [0.052265, 3.270389, -1.804842], [0.698853, 1.895555, 0.053442], [-0.896752, 2.382037, -2.139486], [-0.252097, 0.981378, -0.388121], [-1.169060, -2.498144, -0.326079], [-1.447511, -1.212704, -0.222554], [1.173039, -2.149288, 0.023019], [0.599752, -0.332138, 2.658039], [-0.433853, -0.101938, 1.865128], [0.138778, -3.211299, -0.121137], [-0.269617, -0.315996, 0.330371], [-1.091241, 1.269849, -1.443311], [1.068955, -0.894891, 0.175408], [1.564410, 3.763937, -0.277329], [0.360144, 4.192194, -2.341453], [1.210106, 1.752682, 0.916482], [-1.411245, 2.549010, -3.071135], [-1.919237, -3.111927, -0.754003], [-2.401060, -0.771510, -0.280675], [2.154177, -2.453271, -0.190863], [0.565616, -0.331837, 3.725737], [1.542713, -0.516516, 2.209805], [-1.321333, 0.518809, 2.250036], [0.245258, -3.817839, 0.744318], [0.405082, -3.964431, -0.936633]], "forces_ev_per_a": [[-1.2154, -2.8899, 0.2479], [3.1305, 3.1675, 1.1357], [-1.9014, 2.0256, -3.0927], [-0.1613, -0.8813, -0.2604], [-0.6087, 2.1888, -1.5083], [-0.6734, -1.0952, -0.7323], [3.4423, 0.2029, 2.0647], [0.0791, 0.6722, -1.0121], [-0.4299, -0.0209, 0.2694], [-0.9449, 1.6109, -0.2653], [0.2145, 1.0695, -1.2402], [-1.8686, -1.1583, 0.5830], [0.8857, -1.6163, 1.3610], [-0.7264, -0.6152, -0.5970], [0.6536, 1.1585, -0.0827], [-1.0011, -0.7762, -0.2248], [1.6491, -0.6765, 2.2888], [-0.6920, -0.2798, 0.0114], [-0.9430, -0.6859, -0.0890], [-0.9162, 0.3218, -0.5643], [1.6231, -0.6310, 0.1256], [-0.2179, 0.5214, 0.5211], [0.6542, -0.7202, -0.0788], [0.9179, -1.6333, -0.6933], [-0.5789, -0.5578, 1.2180], [-0.3708, 1.2985, 0.6145]]}

[3]
{"formula": "C7H9N2O2", "method": "wB97M-V/def2-TZVPD", "energy_ha": -531.7091, "max_force_ev_per_a": 6.30, "de_lowest_kj_mol": 529.1, "total_charge": 1, "homo_energy_ev": [-13.65, -13.65], "gap_ev": [7.78, 7.84], "symbols": ["C", "C", "C", "C", "C", "C", "C", "N", "N", "O", "O", "H", "H", "H", "H", "H", "H", "H", "H", "H"], "positions_angstrom": [[-3.341332, -0.185560, -0.222022], [-2.840782, 1.164584, -0.255887], [-2.434151, -1.328389, -0.110028], [-1.486747, 1.462365, -0.073818], [-1.043358, -0.998115, 0.041316], [-0.601972, 0.356412, 0.075608], [1.089753, -0.931760, 0.264960], [0.092995, -1.773574, 0.195048], [3.637438, 1.027617, -0.069691], [0.792349, 0.294926, 0.234653], [3.170369, -1.466527, 0.544643], [-4.384167, -0.497951, -0.257106], [-3.524541, 1.987050, -0.128236], [-2.683292, -2.323647, -0.394972], [-1.034112, 2.409161, 0.092339], [0.234992, -2.814563, 0.134190], [3.314554, 1.431952, 0.849876], [2.993192, 1.389332, -0.776621], [4.668666, 1.296523, -0.233462], [3.380153, -0.499832, 0.089202]], "forces_ev_per_a": [[2.5007, -1.6233, 0.0452], [0.0568, -1.3206, 1.4861], [1.1449, 3.4981, -0.6971], [1.2185, -2.4210, 0.3466], [-2.7658, 1.6620, -0.2587], [-2.5056, -1.1918, -0.4175], [5.5628, -2.7701, 1.0061], [1.2613, -1.3004, -0.3661], [1.0183, 0.7965, 0.8750], [-0.4798, 1.3820, -0.0798], [-4.8540, 1.9154, -1.3584], [0.1100, 0.7656, -0.2233], [-0.2707, 0.0750, -0.5447], [-0.6284, -0.6142, 0.4689], [-0.2875, 0.9789, -0.2367], [-0.3449, 1.5650, 0.1901], [0.7598, -0.4995, -1.3298], [0.7740, 0.1861, 0.0308], [-2.4531, -0.3239, 0.1587], [0.1827, -0.7597, 0.9046]]}

Which formula does entry 1 have?
H22O11